No. 1
Entry from the Open Molecules 2025 dataset: C3H4N4O in the gas phase at a distorted geometry (ωB97M-V with the def2-TZVPD basis set).

Last columns: bonded neighbours and bond lengths (Å).
Element x y z (Å)
1 H -1.02018 2.44713 0.06172  N2 1.058
2 N -0.05660 2.27093 0.46266  H1 1.058, C3 1.231
3 C 0.30282 1.10573 0.29150  N2 1.231, N4 1.473, N8 1.399
4 N 1.64905 0.60920 0.62409  C3 1.473, N5 1.332
5 N 1.99145 -0.60404 0.19402  N4 1.332, C6 1.370
6 C 1.13140 -1.45727 -0.44618  N5 1.370, C7 1.314, H10 1.056
7 C -0.13521 -1.11475 -0.51390  C6 1.314, N8 1.325, H11 1.052
8 N -0.53404 0.00734 0.06781  C3 1.399, C7 1.325, O9 1.429
9 O -1.90987 0.28886 -0.19573  N8 1.429, H12 1.060
10 H 1.53547 -2.41769 -0.62077  C6 1.056
11 H -0.86633 -1.85191 -0.68272  C7 1.052
12 H -2.08796 0.71648 0.75751  O9 1.060

Output
HOMO level, eV: -9.207
Total charge: 0
ΔE to the lowest compared entry with this formula, charge and spin, kJ/mol: 466.9

No. 2
Entry from the Open Molecules 2025 dataset: 2 unconnected molecules or ions with the total composition C3H4N4O2 at a distorted geometry (ωB97M-V with the def2-TZVPD basis set).

Last columns: bonded neighbours and bond lengths (Å).
Element x y z (Å)
1 C -0.16990 -2.52833 0.57760  N4 1.134, H10 1.088
2 C 0.15354 0.87792 -0.29565  C3 1.471, N6 1.248, N7 1.446
3 C -0.29881 0.59356 1.07471  C2 1.471, H11 1.130, H12 1.046, H13 1.024
4 N 0.52657 -1.82620 0.02301  C1 1.134
5 N 2.08411 2.21607 -0.49063  N6 1.110
6 N 1.18987 1.57079 -0.35975  C2 1.248, N5 1.110
7 N -0.39800 0.45787 -1.56489  C2 1.446, O8 1.184, O9 1.200
8 O -1.41710 -0.14535 -1.57440  N7 1.184
9 O 0.36222 0.65918 -2.47083  N7 1.200
10 H -0.83142 -3.26155 1.03317  C1 1.088
11 H 0.31023 -0.25585 1.50431  C3 1.130
12 H -1.25345 0.21310 0.87725  C3 1.046
13 H -0.25784 1.42878 1.66610  C3 1.024

Output
HOMO level, eV: -8.996
Total charge: 0
ΔE to the lowest compared entry with this formula, charge and spin, kJ/mol: 568.0

no.,E_LUMO (eV)
1,-0.534
2,0.420